Density functional theory data (ωB97M-V/def2-TZVPD) for a molecular structure, C37H37F3O2P2Pd in a non-equilibrium geometry.

Its energy above the lowest of the compared OMol25 structures with the same formula, charge and spin is 0.00 kJ/mol. For the energy, the calculation gives -2691.941121 Ha. The HOMO energy (spin up / spin down) is -10.92 / -14.31 eV. The value obtained for the LUMO energy (spin up / spin down) is -0.2172 / -0.3730 Eh. The frontier orbital gap (spin up / spin down) is 5.0 / 4.2 eV.

```
! RIJCOSX wB97M-V def2-TZVPD def2/J DEFGRID3
* xyz 2 5
Pd 0.2035 2.0273 0.5175
C -0.9433 -3.9518 0.2726
C 0.3905 -3.8408 0.2687
C 1.2949 -4.3539 -0.8216
C 0.7607 -4.2949 -2.2812
C -0.0410 -3.0991 -2.6765
C -1.3692 -2.9922 -2.5472
C -2.2580 -4.0332 -1.9501
C -1.6939 -4.7916 -0.7237
C -0.0712 4.0115 -0.0840
H -1.5526 -3.5091 1.0746
H 0.8983 -3.4587 1.1646
H 1.5374 -5.4152 -0.6297
H 2.2460 -3.7964 -0.7738
H 1.6483 -4.2998 -2.9317
H 0.1842 -5.2030 -2.5048
H 0.5263 -2.3574 -3.2460
H -1.9291 -2.2255 -3.0804
H -2.4881 -4.7872 -2.7270
H -3.2077 -3.5475 -1.6699
H -2.5573 -5.2474 -0.2178
H -1.0480 -5.6104 -1.0730
H -0.9731 4.3447 0.4418
H -0.0921 4.1489 -1.1752
H 0.8370 4.4125 0.3947
P 0.8701 0.1204 1.4445
P -0.0231 1.3112 -1.5539
C 0.9576 -0.8282 -0.0670
C 0.5956 -0.3426 -1.2906
C 2.4605 0.0818 2.2767
C 3.2858 -1.0459 2.1246
C 4.5027 -1.1108 2.8120
C 4.9178 -0.0349 3.6098
C 4.1080 1.0995 3.7368
C 2.8914 1.1614 3.0698
C -0.4255 -0.4212 2.5908
C -1.7728 -0.1312 2.3068
C -2.7544 -0.4155 3.2588
C -2.4043 -1.0283 4.4647
C -1.0725 -1.3599 4.7310
C -0.0787 -1.0472 3.8007
C 0.9380 2.1063 -2.8511
C 2.2604 2.4907 -2.5795
C 2.9820 3.1886 -3.5491
C 2.4005 3.4763 -4.7879
C 1.0961 3.0574 -5.0695
C 0.3621 2.3579 -4.1096
C -1.7681 1.3452 -2.0077
C -2.5550 2.4449 -1.6434
C -3.9061 2.4638 -1.9832
C -4.4738 1.3743 -2.6578
C -3.6841 0.2789 -3.0267
C -2.3249 0.2765 -2.7236
H 1.3447 -1.8450 0.0757
H 0.7267 -0.8944 -2.2149
H 2.9568 -1.8562 1.4768
H 5.1088 -2.0120 2.7301
H 5.8601 -0.0932 4.1469
H 4.4114 1.9406 4.3679
H 2.2619 2.0453 3.1593
H -2.0311 0.3543 1.3655
H -3.7925 -0.1603 3.0427
H -3.1759 -1.2746 5.1864
H -0.7963 -1.8712 5.6549
H 0.9704 -1.2617 4.0007
H 2.7042 2.2678 -1.6077
H 3.9990 3.5076 -3.3388
H 2.9719 4.0106 -5.5492
H 0.6413 3.2708 -6.0371
H -0.6568 2.0200 -4.3097
H -2.0935 3.2618 -1.0862
H -4.5111 3.3306 -1.7255
H -5.5300 1.3914 -2.9216
H -4.1192 -0.5707 -3.5606
H -1.6652 -0.5401 -3.0137
F -1.5756 4.2442 5.0465
C -0.4185 4.0014 4.3851
F 0.2057 5.1972 4.1715
F 0.3957 3.2609 5.2015
C -0.6305 3.2618 2.9965
O -1.7557 3.1293 2.5075
O 0.5060 2.8850 2.5024
*
```